{
  "formula": "C32H45N2O4SSbY",
  "method": "the ωB97M-V functional and the def2-TZVPD basis",
  "largest_force_ev_per_a": 0.7,
  "homo_lumo_gap_ha": 0.268,
  "lumo_energy_ev": -2.82,
  "charge": 1,
  "elements": ["Y", "C", "C", "C", "C", "C", "C", "H", "H", "H", "H", "H", "H", "O", "C", "O", "C", "C", "C", "C", "C", "C", "S", "H", "H", "H", "H", "O", "C", "N", "C", "O", "C", "C", "C", "C", "N", "C", "H", "H", "H", "H", "H", "H", "H", "H", "C", "C", "C", "C", "Sb", "C", "C", "C", "C", "C", "C", "C", "C", "H", "H", "H", "H", "H", "H", "H", "H", "H", "H", "H", "H", "H", "H", "H", "H", "H", "H", "H", "H", "H", "H", "H", "H", "H", "H", "H"],
  "coordinates": [[-0.298, -0.093, 0.337], [1.772, 1.236, -1.621], [2.731, 0.369, -1.104], [2.648, -0.991, -1.361], [1.606, -1.496, -2.133], [0.648, -0.635, -2.650], [0.734, 0.737, -2.399], [1.829, 2.296, -1.409], [3.530, 0.759, -0.489], [3.399, -1.662, -0.964], [1.546, -2.558, -2.335], [-0.147, -1.022, -3.276], [0.002, 1.412, -2.825], [-0.584, 2.136, 1.022], [0.321, 1.782, 1.834], [1.279, 1.069, 1.384], [0.077, 1.858, 3.298], [0.323, 2.971, 4.087], [0.008, 2.940, 5.436], [-0.562, 1.799, 5.981], [-0.818, 0.690, 5.191], [-0.500, 0.700, 3.835], [-0.833, -0.744, 2.861], [0.760, 3.857, 3.644], [0.200, 3.804, 6.056], [-0.813, 1.770, 7.034], [-1.264, -0.198, 5.620], [-3.616, -4.274, 0.272], [-3.020, -5.324, 1.012], [-2.233, -6.217, 0.206], [-0.926, -6.082, -0.162], [-0.364, -6.905, -0.851], [-0.162, -4.886, 0.340], [1.030, -5.123, 1.014], [1.779, -4.046, 1.455], [1.337, -2.770, 1.164], [0.224, -2.530, 0.457], [-0.524, -3.573, 0.076], [-4.328, -4.633, -0.270], [-3.781, -5.916, 1.521], [-2.393, -4.844, 1.759], [-2.673, -7.044, -0.170], [1.350, -6.141, 1.191], [2.692, -4.189, 2.014], [1.890, -1.904, 1.511], [-1.441, -3.356, -0.463], [-3.256, -1.733, -2.159], [-3.781, -0.313, -2.387], [-5.290, -0.326, -2.595], [-3.079, 0.239, -3.628], [-3.147, 0.827, -0.618], [-3.306, 2.950, -1.177], [-2.023, 3.314, -1.925], [-4.532, 3.224, -2.047], [-3.389, 3.792, 0.098], [-4.673, 0.492, 0.929], [-6.012, 1.154, 0.608], [-4.845, -1.022, 1.038], [-4.143, 1.044, 2.250], [-3.506, -2.368, -3.016], [-3.660, -2.192, -1.258], [-2.160, -1.729, -2.075], [-5.528, -0.887, -3.504], [-5.696, 0.682, -2.707], [-5.802, -0.812, -1.766], [-3.274, -0.424, -4.477], [-1.994, 0.279, -3.486], [-3.423, 1.232, -3.906], [-1.898, 2.739, -2.847], [-1.150, 3.163, -1.285], [-2.056, 4.372, -2.201], [-4.484, 2.727, -3.015], [-4.593, 4.300, -2.237], [-5.458, 2.924, -1.559], [-2.574, 3.570, 0.785], [-4.336, 3.659, 0.619], [-3.319, 4.847, -0.183], [-6.453, 0.786, -0.316], [-5.926, 2.237, 0.541], [-6.711, 0.937, 1.422], [-5.262, -1.451, 0.126], [-5.537, -1.251, 1.854], [-3.899, -1.524, 1.256], [-4.046, 2.128, 2.234], [-3.176, 0.610, 2.511], [-4.848, 0.785, 3.047]]
}

=====

{
  "formula": "C3H8N4O",
  "method": "the ωB97M-V functional and the def2-TZVPD basis",
  "largest_force_ev_per_a": 2.9,
  "de_lowest_ev": 4.9118,
  "homo_lumo_gap_ha": 0.344,
  "lumo_energy_ev": 0.84,
  "elements": ["C", "N", "C", "N", "N", "C", "N", "O", "H", "H", "H", "H", "H", "H", "H", "H"],
  "coordinates": [[-0.558, -1.918, -0.061], [0.384, 0.502, -0.025], [-0.553, -0.575, -0.716], [1.465, -0.022, 0.737], [0.818, 1.513, -0.943], [-0.995, 1.096, 1.037], [-1.987, 0.474, 0.785], [-0.874, -0.331, -1.847], [1.497, 0.474, 1.628], [2.329, 0.182, 0.238], [0.222, 2.331, -0.821], [0.625, 1.177, -1.891], [-0.617, 1.951, 1.594], [-0.125, -1.966, 0.926], [-1.590, -2.247, 0.060], [-0.043, -2.640, -0.700]]
}

=====

{
  "formula": "C2H6N2O2",
  "method": "the ωB97M-V functional and the def2-TZVPD basis",
  "spin_multiplicity": 3,
  "largest_force_ev_per_a": 7.4,
  "de_lowest_ev": 1.6665,
  "homo_lumo_gap_ha": [0.251, 0.337],
  "lumo_energy_ev": [0.89, -1.54],
  "s2": 2.007,
  "elements": ["C", "C", "N", "N", "O", "O", "H", "H", "H", "H", "H", "H"],
  "coordinates": [[2.155, -0.350, 0.686], [-1.457, 1.169, -0.487], [1.758, -0.630, -0.460], [-1.935, 0.141, 0.131], [-2.911, 0.034, 0.896], [-1.277, -1.043, 0.016], [3.157, -0.583, 0.971], [1.392, 0.007, 1.508], [-0.787, 1.013, -1.359], [-2.042, 2.016, -0.269], [2.459, -0.917, -1.069], [-0.510, -0.856, -0.565]]
}

=====

{
  "formula": "C25H33ClF7N4O8P5S2",
  "method": "the ωB97M-V functional and the def2-TZVPD basis",
  "largest_force_ev_per_a": 3.5,
  "homo_lumo_gap_ha": 0.270,
  "lumo_energy_ev": -1.24,
  "elements": ["C", "C", "O", "N", "C", "C", "C", "C", "C", "C", "C", "C", "C", "C", "P", "N", "C", "P", "O", "S", "C", "C", "P", "N", "C", "C", "C", "C", "O", "C", "P", "O", "Cl", "C", "S", "O", "O", "C", "F", "F", "C", "F", "F", "C", "F", "F", "F", "C", "N", "P", "O", "O", "H", "H", "H", "H", "H", "H", "H", "H", "H", "H", "H", "H", "H", "H", "H", "H", "H", "H", "H", "H", "H", "H", "H", "H", "H", "H", "H", "H", "H", "H", "H", "H", "H"],
  "coordinates": [[8.666, 0.328, 2.554], [8.604, 0.683, 1.067], [9.040, 1.748, 0.690], [7.991, -0.211, 0.097], [8.363, -1.611, 0.323], [6.527, -0.052, 0.263], [5.809, -0.232, -1.101], [4.292, -0.359, -0.819], [3.471, 0.174, -2.025], [2.123, 0.764, -1.642], [0.988, 0.016, -1.814], [-0.283, 0.474, -1.537], [-0.399, 1.758, -1.060], [0.716, 2.533, -0.855], [0.534, 4.255, -0.207], [0.220, 4.253, 1.340], [2.001, 2.072, -1.137], [3.500, 3.090, -0.904], [3.474, 4.268, -1.810], [-1.993, 2.468, -0.728], [-3.012, 1.002, -0.611], [-4.223, 1.178, 0.025], [-4.677, 2.848, 0.673], [-4.392, 4.023, -0.341], [-5.087, 0.073, 0.160], [-6.438, 0.265, 0.824], [-6.393, 0.546, 2.354], [-5.376, -0.286, 3.149], [-7.680, 0.215, 2.891], [-4.654, -1.157, -0.345], [-5.798, -2.644, -0.189], [-6.377, -2.628, 1.351], [-7.428, -2.195, -1.416], [-3.415, -1.302, -0.966], [-2.965, -2.947, -1.550], [-1.717, -3.011, -2.249], [-4.019, -3.383, -2.416], [-2.841, -4.238, -0.190], [-1.834, -5.054, -0.561], [-3.913, -5.017, -0.117], [-2.480, -3.744, 1.243], [-3.414, -2.946, 1.799], [-2.432, -4.853, 2.014], [-1.085, -3.072, 1.403], [-0.914, -2.010, 0.610], [-1.027, -2.630, 2.675], [-0.079, -3.922, 1.246], [-2.572, -0.200, -1.130], [-1.353, -0.434, -1.825], [-1.742, -0.314, -3.590], [-0.684, -1.371, -4.247], [-1.190, 1.178, -3.986], [9.452, 0.942, 2.997], [7.717, 0.500, 3.072], [8.944, -0.715, 2.737], [7.869, -2.251, -0.415], [8.070, -1.970, 1.323], [9.442, -1.729, 0.185], [6.152, -0.853, 0.921], [6.250, 0.949, 0.614], [6.067, 0.583, -1.783], [6.190, -1.165, -1.533], [4.059, -1.423, -0.723], [3.996, 0.204, 0.075], [3.312, -0.636, -2.748], [4.002, 0.948, -2.591], [1.101, -0.992, -2.208], [-0.481, 4.831, -1.006], [1.738, 4.945, -0.438], [0.947, 4.769, 1.826], [4.657, 2.347, -1.221], [3.611, 3.455, 0.462], [-3.936, 2.960, 1.879], [-6.049, 2.869, 0.995], [-3.711, 4.633, 0.109], [-7.124, -0.567, 0.672], [-6.911, 1.122, 0.323], [-6.228, 1.599, 2.610], [-4.400, -0.394, 2.664], [-5.796, -1.247, 3.461], [-5.188, 0.251, 4.089], [-8.345, 0.255, 2.197], [-5.668, -2.444, 1.981], [-0.257, -1.829, -3.506], [-1.913, 1.662, -4.405]]
}

=====

{
  "formula": "C3H7N2OS",
  "method": "the ωB97M-V functional and the def2-TZVPD basis",
  "largest_force_ev_per_a": 6.5,
  "de_lowest_ev": 4.4209,
  "homo_lumo_gap_ha": 0.351,
  "lumo_energy_ev": -4.13,
  "charge": 1,
  "elements": ["C", "C", "C", "N", "N", "O", "S", "H", "H", "H", "H", "H", "H", "H"],
  "coordinates": [[1.066, -0.055, 1.006], [-1.007, -0.042, -0.583], [-1.521, -0.172, 0.778], [0.300, -0.630, -0.591], [2.305, 0.060, 0.900], [1.184, -0.270, -1.569], [-0.205, 0.366, 1.982], [-1.464, -0.715, -1.269], [-0.913, 0.886, -1.032], [-2.430, 0.421, 1.017], [-1.920, -1.129, 1.088], [2.566, 0.018, -0.088], [2.802, 0.036, 1.768], [0.775, 0.475, -2.194]]
}

=====

{
  "formula": "C11H15N4S2Y",
  "method": "the ωB97M-V functional and the def2-TZVPD basis",
  "largest_force_ev_per_a": 3.4,
  "de_lowest_ev": 0.7851,
  "homo_lumo_gap_ha": 0.267,
  "lumo_energy_ev": -7.22,
  "charge": 2,
  "elements": ["Y", "S", "C", "C", "C", "C", "C", "C", "C", "C", "C", "N", "H", "H", "H", "H", "H", "H", "N", "H", "H", "H", "C", "N", "C", "N", "S", "H", "H", "H", "H", "H", "H"],
  "coordinates": [[0.393, 0.137, -0.784], [-0.669, -0.020, 3.307], [-2.224, 0.185, 2.688], [-2.226, 0.734, 1.420], [-0.927, 0.928, 0.913], [0.082, 0.767, 1.875], [1.486, 1.023, 1.775], [2.397, 0.959, 2.874], [3.710, 1.287, 2.638], [4.124, 1.633, 1.359], [3.230, 1.671, 0.315], [1.920, 1.325, 0.493], [-3.116, -0.104, 3.265], [-3.132, 0.988, 0.869], [2.111, 0.612, 3.833], [4.477, 1.144, 3.435], [5.153, 1.811, 1.155], [3.525, 1.856, -0.718], [0.104, 1.644, -2.597], [-0.917, 1.880, -2.660], [0.398, 1.375, -3.549], [0.682, 2.473, -2.367], [-2.718, -2.156, -2.985], [-1.394, -1.775, -2.404], [-0.979, -2.218, -1.176], [-1.895, -2.483, -0.224], [0.693, -2.482, -0.932], [-2.956, -1.442, -3.780], [-3.555, -2.063, -2.204], [-2.768, -3.171, -3.361], [-0.694, -1.882, -3.091], [-2.808, -1.983, -0.080], [-1.506, -2.654, 0.699]]
}